Run one
CH4FN2O | wB97M-V/def2-TZVPD

Geometry as ORCA input:
```
! RIJCOSX wB97M-V def2-TZVPD def2/J DEFGRID3
* xyz 1 1
C 0.03 -0.04 0.33
N -0.79 0.43 -0.77
N -1.34 1.53 -0.80
O -2.01 2.08 -1.69
F -1.22 2.33 0.40
H -0.50 -0.99 0.81
H 0.93 -0.56 -0.17
H 0.19 0.91 1.00
H -0.57 0.01 -1.66
*
```

The orbital gap comes out at 0.3911 Eh. For the highest occupied orbital energy, the calculation gives -17.63 eV.



Run two
CH4FN2O | wB97M-V/def2-TZVPD

Geometry as ORCA input:
```
! RIJCOSX wB97M-V def2-TZVPD def2/J DEFGRID3
* xyz 1 1
C -0.15 1.02 -0.14
N -0.38 -2.38 0.22
N 0.52 1.28 -1.16
O -1.07 -1.78 -0.57
F -1.42 1.23 -0.10
H -0.64 -3.28 0.46
H 1.54 1.19 -1.28
H 0.17 1.76 -2.01
H 0.33 0.56 0.84
*
```

The orbital gap comes out at 0.3098 Eh. For the highest occupied orbital energy, the calculation gives -13.54 eV.



Which structure is the most stable? The one labeled run two.



Run one
C5H11N2O2S | wB97M-V/def2-TZVPD

Geometry as ORCA input:
```
! RIJCOSX wB97M-V def2-TZVPD def2/J DEFGRID3
* xyz 1 1
C 0.67 2.07 0.40
C -0.26 -1.33 0.52
C 1.59 3.25 0.34
C -1.99 -2.92 1.35
C 0.07 -0.26 -2.25
N 0.90 -0.87 0.43
N 0.30 1.56 -0.70
O -1.28 -0.56 -0.01
O -0.65 -2.41 1.10
S -0.95 0.64 -1.08
H 0.48 1.77 1.40
H 1.22 3.98 -0.54
H 2.58 2.86 0.18
H 1.58 3.67 1.23
H -2.44 -2.90 0.29
H -2.59 -2.08 1.94
H -1.96 -3.79 1.82
H 0.56 0.44 -2.90
H -0.49 -1.14 -2.53
H 1.02 -0.56 -1.82
H 1.63 -1.43 0.86
*
```

The orbital gap comes out at 0.3666 Eh. For the highest occupied orbital energy, the calculation gives -13.98 eV.



Run two
C5H11N2O2S | wB97M-V/def2-TZVPD

Geometry as ORCA input:
```
! RIJCOSX wB97M-V def2-TZVPD def2/J DEFGRID3
* xyz 1 1
C 0.70 -0.23 -0.50
C 0.38 -1.78 1.20
C 1.87 -1.69 0.87
C -1.64 -0.62 0.28
C -0.70 3.68 -2.61
N -0.20 -0.76 0.35
N 1.90 -0.82 -0.26
O 0.44 0.68 -1.27
O 1.75 4.10 -1.57
S 1.03 3.94 -2.83
H -0.02 -2.77 1.06
H -0.01 -1.57 2.22
H 2.65 -1.44 1.68
H 2.28 -2.72 0.60
H -1.96 -0.64 1.34
H -1.83 0.21 -0.30
H -1.96 -1.54 -0.09
H -1.17 3.57 -3.67
H -1.06 2.80 -1.92
H -1.20 4.49 -2.07
H 2.73 -0.37 -0.61
*
```

The orbital gap comes out at 0.1150 Eh. For the highest occupied orbital energy, the calculation gives -11.48 eV.



Which structure is the most stable? The one labeled run two.



Run one
C2HCl2O3 | wB97M-V/def2-TZVPD

Geometry as ORCA input:
```
! RIJCOSX wB97M-V def2-TZVPD def2/J DEFGRID3
* xyz -1 1
C -1.69 1.05 0.65
C 0.54 -0.43 -0.88
O -1.70 0.57 1.68
O -1.79 1.60 -0.35
O 0.85 0.27 0.24
Cl 2.14 -0.72 -1.81
Cl 0.10 -2.19 -0.30
H 1.55 -0.14 0.78
*
```

The orbital gap comes out at 0.2373 Eh. For the highest occupied orbital energy, the calculation gives -2.93 eV.



Run two
C2HCl2O3 | wB97M-V/def2-TZVPD

Geometry as ORCA input:
```
! RIJCOSX wB97M-V def2-TZVPD def2/J DEFGRID3
* xyz -1 1
O 1.10 2.27 0.12
C 0.75 1.28 0.64
O 0.79 0.74 1.75
O 0.24 0.38 -0.57
C -0.56 -0.85 -0.36
Cl -1.98 -0.70 -1.43
Cl 0.34 -2.31 -0.78
H -0.68 -0.82 0.64
*
```

The orbital gap comes out at 0.3199 Eh. For the highest occupied orbital energy, the calculation gives -5.34 eV.



Which structure is the most stable? The one labeled run two.



Run one
C3H2O2 | wB97M-V/def2-TZVPD

Geometry as ORCA input:
```
! RIJCOSX wB97M-V def2-TZVPD def2/J DEFGRID3
* xyz 0 1
C -0.26 -0.68 1.10
C -0.88 0.03 0.17
C 0.38 0.95 -0.91
O 0.87 1.93 -0.75
O -0.74 -1.53 0.14
H 0.25 -1.04 2.04
H 0.38 0.34 -1.80
*
```

The orbital gap (alpha / beta) comes out at 0.3116 / 0.3116 Eh. For the highest occupied orbital energy (alpha / beta), the calculation gives -8.52 / -8.52 eV.



Run two
C3H2O2 | wB97M-V/def2-TZVPD

Geometry as ORCA input:
```
! RIJCOSX wB97M-V def2-TZVPD def2/J DEFGRID3
* xyz 0 1
C -0.96 -1.26 -0.88
C -3.83 0.15 0.10
C -0.71 -0.22 -0.21
O -3.39 1.12 0.53
O -4.29 -0.75 -0.38
H -0.77 0.37 -1.13
H -0.56 0.46 0.66
*
```

The orbital gap comes out at 0.4209 Eh. For the highest occupied orbital energy, the calculation gives -11.14 eV.



Run three
C3H2O2 | wB97M-V/def2-TZVPD

Geometry as ORCA input:
```
! RIJCOSX wB97M-V def2-TZVPD def2/J DEFGRID3
* xyz 0 1
C 1.97 -0.10 -0.44
C 3.05 -0.80 0.30
C 0.22 0.46 0.04
O 3.09 0.51 0.00
O -0.73 -0.51 -0.04
H -0.06 1.41 -0.54
H -0.55 -1.45 0.32
*
```

The orbital gap (alpha / beta) comes out at 0.3025 / 0.3032 Eh. For the highest occupied orbital energy (alpha / beta), the calculation gives -8.79 / -8.84 eV.



Which structure is the most stable? The one labeled run two.



Run one
C4H12O2S | wB97M-V/def2-TZVPD

Geometry as ORCA input:
```
! RIJCOSX wB97M-V def2-TZVPD def2/J DEFGRID3
* xyz 0 1
O -2.06 0.24 2.23
C -0.80 -0.32 1.98
C -0.73 -1.00 0.60
C 0.53 -0.66 -0.20
C 0.57 -1.26 -1.64
S 1.40 -0.16 -2.79
H -2.13 0.96 1.60
H -0.44 -1.05 2.72
H 0.02 0.42 2.03
H -0.92 -2.07 0.74
H -1.65 -0.78 0.06
H 0.64 0.43 -0.33
H 1.31 -1.04 0.43
H -0.47 -1.27 -1.94
H 0.97 -2.28 -1.64
H 2.67 -0.01 -2.29
O 0.25 3.22 -0.17
H -0.22 2.99 -0.96
H 1.06 3.64 -0.43
*
```

The orbital gap comes out at 0.3587 Eh. For the highest occupied orbital energy, the calculation gives -9.17 eV.



Run two
C4H12O2S | wB97M-V/def2-TZVPD

Geometry as ORCA input:
```
! RIJCOSX wB97M-V def2-TZVPD def2/J DEFGRID3
* xyz 0 1
O 0.39 -3.06 0.06
C -0.02 -1.81 -0.47
C -0.34 -0.77 0.62
C -1.75 -0.13 0.59
C -1.72 1.31 0.04
S -2.88 1.53 -1.37
H 0.86 -3.03 0.90
H 0.75 -1.47 -1.17
H -0.92 -2.04 -1.02
H 0.49 -0.08 0.77
H -0.18 -1.25 1.59
H -2.17 -0.20 1.60
H -2.41 -0.79 0.03
H -1.90 1.95 0.89
H -0.78 1.56 -0.41
H -3.32 2.78 -1.20
O 5.57 1.88 -0.21
H 5.61 2.20 -1.11
H 4.72 1.42 -0.14
*
```

The orbital gap comes out at 0.3524 Eh. For the highest occupied orbital energy, the calculation gives -9.14 eV.



Which structure is the most stable? The one labeled run one.



Run one
C4H10NO2 | wB97M-V/def2-TZVPD

Geometry as ORCA input:
```
! RIJCOSX wB97M-V def2-TZVPD def2/J DEFGRID3
* xyz 0 2
C 2.01 -0.17 -0.94
C 1.71 0.84 0.16
N 1.78 0.36 1.41
O 1.52 2.03 -0.16
H 2.97 -0.73 -0.81
H 2.06 0.40 -1.90
H 1.15 -0.90 -0.98
H 1.88 1.11 2.05
H 0.51 -0.18 1.12
C -1.30 0.02 0.02
O -0.41 -0.81 0.72
C -2.63 -0.69 -0.05
H -0.94 0.29 -0.98
H -1.36 1.01 0.56
H -3.47 -0.01 -0.18
H -2.83 -1.23 0.91
H -2.66 -1.34 -0.97
*
```

The orbital gap (alpha / beta) comes out at 0.4123 / 0.2388 Eh. For the highest occupied orbital energy (alpha / beta), the calculation gives -10.28 / -10.09 eV.



Run two
C4H10NO2 | wB97M-V/def2-TZVPD

Geometry as ORCA input:
```
! RIJCOSX wB97M-V def2-TZVPD def2/J DEFGRID3
* xyz 0 2
N -0.59 -1.77 0.88
C -1.37 -0.60 1.51
O -2.37 -0.15 0.78
H -1.30 -2.12 0.23
H -0.51 -2.48 1.60
H -1.73 -0.96 2.49
H -0.59 0.12 1.83
C 1.71 1.91 -0.46
C 1.13 0.73 -0.71
O 1.57 -0.46 -0.23
C 0.02 0.64 -1.74
H 1.38 2.82 -0.91
H 2.52 1.97 0.26
H 0.79 -0.94 0.20
H -0.16 1.61 -2.22
H 0.30 -0.09 -2.50
H -0.91 0.30 -1.29
*
```

The orbital gap (alpha / beta) comes out at 0.3395 / 0.2264 Eh. For the highest occupied orbital energy (alpha / beta), the calculation gives -8.58 / -8.58 eV.



Which structure is the most stable? The one labeled run two.



Run one
C8H10N4OS | wB97M-V/def2-TZVPD

Geometry as ORCA input:
```
! RIJCOSX wB97M-V def2-TZVPD def2/J DEFGRID3
* xyz 0 1
O 2.01 -1.68 -1.49
C 1.55 -2.11 -0.25
C 0.04 -1.65 -0.13
S -0.35 -1.43 1.82
N -0.83 -2.68 -0.57
N -1.65 -2.24 -1.39
N -1.52 -0.94 -1.54
N -0.30 -0.53 -0.89
C -0.25 0.63 -0.20
C 0.99 1.19 0.24
C 1.07 2.41 0.81
C -0.04 3.17 1.10
C -1.26 2.63 0.81
C -1.37 1.36 0.20
H 1.42 -2.00 -2.28
H 1.55 -3.27 -0.09
H 2.10 -1.63 0.56
H -0.81 -2.71 2.07
H -1.75 -0.37 -2.29
H 1.95 0.73 0.21
H 2.14 2.76 0.95
H -0.02 4.18 1.50
H -2.28 3.14 0.97
H -2.41 1.06 -0.12
*
```

The orbital gap comes out at 0.3296 Eh. For the highest occupied orbital energy, the calculation gives -8.36 eV.



Run two
C8H10N4OS | wB97M-V/def2-TZVPD

Geometry as ORCA input:
```
! RIJCOSX wB97M-V def2-TZVPD def2/J DEFGRID3
* xyz 0 1
C -3.29 -1.07 0.79
S -1.81 -1.32 1.72
C -0.31 -0.87 0.75
N -0.56 0.06 -0.08
C 0.39 0.61 -0.88
C 1.69 0.19 -0.74
N 2.49 0.81 -1.70
C 1.67 1.64 -2.36
N 0.34 1.51 -1.88
C -0.62 2.56 -1.68
C 2.08 -0.78 0.33
O 3.20 -0.98 0.68
N 1.03 -1.37 1.06
C 1.26 -2.09 2.30
H -3.14 -1.16 -0.22
H -4.21 -1.70 1.09
H -3.65 -0.07 0.90
H 2.03 2.43 -2.98
H -1.63 2.16 -1.67
H -0.39 3.07 -0.84
H -0.49 3.32 -2.49
H 0.43 -2.75 2.50
H 2.21 -2.73 2.15
H 1.26 -1.47 3.25
*
```

The orbital gap comes out at 0.3211 Eh. For the highest occupied orbital energy, the calculation gives -8.29 eV.



Which structure is the most stable? The one labeled run two.



Run one
C5H28N2O8 | wB97M-V/def2-TZVPD

Geometry as ORCA input:
```
! RIJCOSX wB97M-V def2-TZVPD def2/J DEFGRID3
* xyz 0 1
C 0.69 -2.20 3.33
N 0.28 -1.57 2.08
C -1.14 -1.28 1.98
C -1.48 -0.06 1.12
C -0.74 0.05 -0.20
N -0.64 1.43 -0.65
C -1.49 -0.80 -1.25
O -0.84 -0.63 -2.53
H 1.18 -1.47 3.96
H 1.44 -2.96 3.16
H -0.17 -2.56 3.89
H 0.58 -2.06 1.26
H -1.57 -1.17 2.98
H -1.68 -2.16 1.58
H -1.33 0.83 1.71
H -2.55 -0.07 0.90
H 0.25 -0.38 -0.16
H 0.16 1.64 -1.21
H -1.49 1.77 -1.08
H -2.50 -0.43 -1.34
H -1.40 -1.86 -0.97
H 0.08 -0.81 -2.33
O 2.31 1.51 1.01
H 1.40 1.30 1.20
H 2.39 2.44 0.77
O 3.66 -0.76 -0.02
H 3.27 -0.01 0.49
H 4.20 -0.29 -0.66
O -2.96 0.88 -3.77
H -2.39 0.32 -3.21
H -2.40 1.34 -4.39
O 1.87 0.67 3.86
H 1.19 0.28 3.28
H 2.62 0.79 3.25
O 1.33 1.97 -2.81
H 0.91 1.12 -2.87
H 2.03 1.93 -3.45
O 2.03 -0.93 -2.35
H 2.02 -1.90 -2.46
H 2.59 -0.77 -1.55
O -3.61 2.42 -1.07
H -4.35 1.87 -1.40
H -3.75 2.57 -0.10
*
```

The orbital gap comes out at 0.3364 Eh. For the highest occupied orbital energy, the calculation gives -8.91 eV.



Run two
C5H28N2O8 | wB97M-V/def2-TZVPD

Geometry as ORCA input:
```
! RIJCOSX wB97M-V def2-TZVPD def2/J DEFGRID3
* xyz 0 1
C -2.31 -0.23 2.23
C -2.16 0.32 0.79
N -2.89 1.57 0.68
C -0.63 0.35 0.58
N -0.36 0.11 -0.88
C 0.81 0.83 -1.38
C 0.55 2.31 -1.72
O 0.03 3.04 -0.61
H -3.34 -0.07 2.54
H -1.68 0.35 2.90
H -2.17 -1.32 2.24
H -2.64 -0.38 0.13
H -2.50 2.28 1.28
H -2.90 2.00 -0.24
H -0.03 1.18 0.94
H -0.19 -0.49 1.12
H -0.08 -0.88 -0.89
H 1.05 0.42 -2.36
H 1.65 0.88 -0.67
H 1.48 2.64 -2.13
H -0.20 2.44 -2.49
H -0.83 2.65 -0.42
O -2.67 -1.47 -2.13
H -2.63 -0.75 -2.78
H -2.42 -0.93 -1.37
O -0.82 -3.45 -2.55
H -0.61 -3.06 -3.41
H -1.41 -2.76 -2.18
O 1.58 -1.30 0.94
H 1.22 -2.19 0.79
H 2.18 -1.03 0.22
O 0.39 -3.77 -0.19
H -0.02 -4.41 0.41
H -0.10 -3.88 -1.00
O 3.23 0.35 -0.31
H 4.14 0.53 -0.08
H 2.77 1.05 0.16
O 1.23 0.64 3.03
H 1.57 -0.08 2.48
H 0.29 0.58 2.82
O 2.69 2.19 1.38
H 2.70 3.13 1.59
H 2.33 1.78 2.19
*
```

The orbital gap comes out at 0.3448 Eh. For the highest occupied orbital energy, the calculation gives -8.92 eV.



Which structure is the most stable? The one labeled run one.